No. 1
{"formula": "C32H33N4O", "method": "ωB97M-V with the def2-TZVPD basis set", "species": ["C", "N", "C", "O", "C", "C", "C", "C", "C", "C", "C", "C", "N", "C", "C", "C", "C", "C", "C", "C", "C", "C", "C", "C", "C", "C", "C", "C", "C", "C", "C", "H", "H", "H", "H", "H", "H", "H", "H", "H", "H", "H", "H", "H", "H", "H", "H", "H", "H", "H", "H", "H", "H", "H", "H", "H", "H", "H", "C", "C", "N", "C", "C", "N", "H", "H", "H", "H", "H", "H"], "xyz": [[2.34465, 3.23783, 2.29360], [2.08056, 2.48843, 1.09142], [2.90467, 2.54381, -0.00624], [3.89773, 3.25732, -0.11822], [2.36702, 1.54622, -1.02898], [3.39407, 0.47061, -1.37109], [3.83367, -0.26862, -0.13036], [4.86849, 0.26380, 0.64513], [5.26427, -0.36435, 1.82364], [4.63072, -1.54378, 2.23001], [3.61759, -2.09753, 1.44070], [3.23681, -1.47641, 0.24714], [1.18087, 1.01965, -0.35868], [0.38818, 0.06645, -0.87511], [-0.57890, -0.58268, -0.12124], [-1.54421, -1.37043, -0.73425], [-2.71871, -1.86768, -0.07299], [-3.88696, -2.17416, -0.81988], [-5.06986, -2.51914, -0.17491], [-5.10339, -2.62715, 1.22566], [-3.94135, -2.38595, 1.97521], [-2.75711, -2.01888, 1.33881], [0.99275, 1.53099, 1.01144], [-0.35901, 2.13197, 1.24697], [-0.78374, 3.19450, 0.54326], [-2.09935, 3.79612, 0.66301], [-2.41620, 4.92589, -0.12712], [-3.67034, 5.52340, -0.05037], [-4.64151, 5.00773, 0.82501], [-4.33967, 3.89195, 1.62017], [-3.08381, 3.28401, 1.54140], [3.17984, 3.91729, 2.10820], [1.45398, 3.80873, 2.57440], [2.59908, 2.55901, 3.11878], [2.06282, 2.11438, -1.92661], [2.96991, -0.20951, -2.11998], [4.25406, 0.99542, -1.81109], [5.35006, 1.18998, 0.31806], [6.06182, 0.07765, 2.42218], [4.93364, -2.03125, 3.15751], [3.11771, -3.01761, 1.74700], [2.46681, -1.92020, -0.39173], [0.51666, -0.15731, -1.93778], [-0.58880, -0.45361, 0.96949], [-1.46681, -1.50291, -1.81191], [-3.84193, -2.08461, -1.90730], [-5.97423, -2.69624, -0.76047], [-6.03256, -2.89700, 1.73123], [-3.96260, -2.47465, 3.06426], [-1.84429, -1.84860, 1.91537], [1.15051, 0.71961, 1.74481], [-0.98274, 1.62810, 1.98657], [-0.11153, 3.65427, -0.18943], [-1.64809, 5.31444, -0.80045], [-3.89728, 6.39241, -0.67077], [-5.62556, 5.47501, 0.88508], [-5.08850, 3.49161, 2.30615], [-2.85129, 2.41198, 2.15589], [1.66161, -2.84206, -3.55123], [0.65388, -3.65665, -2.84694], [-0.29192, -3.31222, -1.98526], [-0.96252, -4.47958, -1.65184], [-0.41043, -5.54449, -2.32817], [0.61231, -5.00176, -3.08003], [1.60622, -1.80392, -3.21273], [2.66516, -3.24675, -3.35029], [1.47812, -2.88676, -4.63587], [-1.79676, -4.49415, -0.96651], [-0.66716, -6.58857, -2.32590], [1.24288, -5.48336, -3.71584]], "forces_ev_per_a": [[-0.13, 0.06, 0.39], [0.53, -0.04, -0.85], [0.56, 0.78, 0.77], [-1.36, -1.07, -0.13], [-0.17, 0.73, -0.45], [0.27, 0.07, 0.05], [0.28, -0.37, -0.10], [-0.05, 0.05, 0.10], [-0.17, -0.11, -0.04], [-0.08, 0.11, -0.13], [0.05, 0.07, -0.07], [0.05, 0.26, 0.26], [-1.20, -1.69, -0.84], [1.26, 1.43, 0.58], [-1.01, -0.90, 0.41], [0.63, 1.35, -0.13], [-0.75, -0.74, 0.75], [0.55, 0.28, 0.24], [0.03, -0.04, 0.27], [0.35, 0.17, -0.32], [0.10, 0.00, -0.12], [-0.29, 0.11, -0.42], [0.71, 0.08, 0.42], [-0.37, 0.45, -0.45], [0.41, -0.73, 0.42], [-1.21, 0.64, 0.07], [0.15, -0.54, 0.35], [-0.30, -0.17, 0.27], [0.50, -0.08, -0.15], [0.24, 0.01, -0.14], [0.07, 0.47, -0.42], [-0.17, -0.17, -0.02], [0.16, -0.01, -0.01], [0.01, 0.13, -0.14], [0.15, -0.25, 0.23], [0.14, 0.10, 0.10], [-0.26, -0.18, -0.03], [-0.12, -0.33, 0.18], [-0.21, -0.20, -0.14], [-0.11, 0.11, -0.27], [0.22, 0.21, -0.07], [0.18, 0.06, 0.24], [0.04, 0.02, 0.31], [-0.07, 0.06, -0.68], [-0.27, 0.24, 0.34], [-0.10, -0.05, 0.30], [0.31, 0.00, 0.21], [0.31, 0.08, -0.17], [-0.01, -0.03, -0.40], [-0.39, -0.08, -0.09], [0.13, 0.07, -0.26], [0.14, 0.27, -0.20], [-0.10, -0.14, 0.20], [-0.29, -0.03, 0.17], [0.06, -0.27, 0.21], [0.31, -0.15, 0.00], [0.21, 0.14, -0.22], [-0.22, 0.31, -0.15], [0.22, 0.31, -0.16], [-0.86, -1.11, 0.49], [0.65, -0.52, -0.48], [0.66, -0.46, -0.69], [-0.21, 0.82, 0.31], [0.00, 0.02, 0.03], [0.11, -0.18, -0.16], [-0.21, 0.30, -0.10], [0.15, 0.18, 0.30], [0.10, 0.05, -0.03], [0.10, -0.02, -0.08], [-0.39, 0.05, 0.36]], "mulliken_charge": [-1.056, 0.373, 0.166, -0.663, 0.022, -1.218, 0.212, -0.224, -0.766, -0.475, -0.850, 0.223, 0.621, -1.296, 0.823, -0.380, 0.602, -0.165, -0.684, -0.351, -0.754, -0.341, -0.581, -0.980, -0.083, 0.919, -0.439, -0.576, -0.451, -0.665, -0.472, 0.381, 0.295, 0.361, 0.414, 0.283, 0.645, 0.441, 0.411, 0.395, 0.435, 0.434, 0.545, 0.099, 0.354, 0.383, 0.393, 0.399, 0.396, 0.464, 0.524, 0.461, 0.207, 0.364, 0.382, 0.375, 0.382, 0.231, -0.807, 0.236, 0.087, -0.375, -0.711, -0.066, -0.163, 0.363, 0.460, 0.414, 0.411, 0.209], "charge": 1, "lumo_ev": -4.16, "e_homo_ev": -11.0, "total_energy_ev": -41721.556}

---

No. 2
{"formula": "C11H23AgFN2O4S", "method": "ωB97M-V with the def2-TZVPD basis set", "species": ["C", "O", "C", "C", "C", "N", "C", "C", "C", "C", "N", "C", "C", "C", "O", "S", "O", "O", "F", "H", "H", "H", "H", "H", "H", "H", "H", "H", "H", "H", "H", "H", "H", "H", "H", "H", "H", "H", "H", "H", "H", "H", "Ag"], "xyz": [[4.41812, -1.40815, 0.82920], [3.71400, -0.16798, 0.46802], [2.28828, -0.39624, 0.18080], [1.83694, 0.73354, -0.96596], [1.70914, 2.25223, -0.34807], [0.29328, 2.72179, -0.09960], [-0.39494, 1.96438, 1.01461], [-1.55678, 1.00509, 0.28764], [-2.39074, 0.07614, 1.32733], [-2.51825, -1.50623, 0.98399], [-1.99531, -1.95852, -0.35339], [-1.45877, -3.37207, -0.33818], [-2.95255, -1.69892, -1.49422], [-2.36406, -0.74350, -2.73457], [-4.20581, -2.16955, -1.59177], [0.47963, 4.36264, 0.54813], [-0.87624, 5.08097, 0.79662], [1.32784, 5.29291, -0.35130], [1.37091, 4.17453, 2.02796], [4.51872, -1.44915, 2.00872], [3.87593, -2.39735, 0.51131], [5.47249, -1.41257, 0.31465], [1.69472, -0.28725, 1.18384], [2.05119, -1.47009, -0.24033], [0.91890, 0.38435, -1.60588], [2.76027, 0.76627, -1.72230], [2.21157, 2.97349, -1.15604], [2.40380, 2.29743, 0.59812], [-1.00965, 2.65945, 1.76198], [0.34432, 1.34988, 1.68413], [-1.00312, 0.45952, -0.58202], [-2.31258, 1.77457, -0.21695], [-1.97472, 0.15774, 2.44337], [-3.49990, 0.51276, 1.39152], [-2.02508, -2.18197, 1.82268], [-3.67971, -1.78184, 1.00170], [-1.18764, -3.64428, -1.46700], [-2.19133, -4.15723, 0.15024], [-0.40431, -3.32790, 0.21788], [-2.78536, 0.35072, -2.64918], [-1.18378, -0.64295, -2.58969], [-2.51360, -1.23127, -3.79107], [2.79419, -3.94534, 0.74303]], "forces_ev_per_a": [[1.29, 1.50, 1.54], [-1.14, -3.38, -0.61], [-0.91, 1.26, -0.20], [1.07, -0.25, -0.06], [2.20, -0.51, -1.30], [1.31, 1.12, 2.82], [-2.11, -1.29, 1.01], [0.41, 1.34, -0.26], [-0.85, 0.86, 0.79], [-0.14, -0.26, 1.53], [-3.34, -2.13, 1.59], [2.19, -0.29, -1.46], [-6.17, 0.01, -4.54], [1.50, -0.37, 0.97], [8.83, 2.59, 2.03], [-1.26, 7.87, -2.31], [4.79, -4.33, 0.11], [-2.19, -4.86, 3.38], [-1.88, -0.24, -2.71], [-0.06, -0.03, -2.43], [0.45, 1.25, -0.20], [-2.12, -0.07, 1.04], [0.93, -0.13, -1.80], [0.74, 1.57, 0.51], [1.62, 0.72, 1.44], [-2.05, -0.12, 1.71], [-1.41, -1.46, 1.89], [-1.50, -0.05, -1.59], [1.53, -1.17, -1.80], [-1.26, 1.10, -1.41], [-1.19, 0.61, 1.67], [1.72, -1.72, 1.02], [-0.74, -0.24, -2.55], [2.52, -1.01, -0.15], [-0.83, 1.48, -1.91], [2.24, 0.43, -0.42], [-0.89, 0.35, 2.49], [1.28, 1.83, -0.93], [-2.50, -0.11, -0.83], [0.50, -2.37, -0.17], [-2.48, -0.24, -0.23], [-0.22, 0.91, 2.30], [0.12, -0.12, 0.06]], "mulliken_charge": [-0.076, -0.236, 0.018, -0.620, -0.706, -0.119, -0.811, 0.518, -0.683, -0.541, 0.453, -0.640, 0.270, -0.559, -0.407, 1.125, -0.488, -0.523, -0.294, 0.363, -0.099, 0.313, 0.250, -0.011, 0.020, 0.452, 0.458, 0.431, 0.563, 0.207, -0.634, 0.335, 0.383, 0.368, 0.422, 0.335, 0.387, 0.376, 0.093, 0.297, 0.096, 0.357, 0.561], "multiplicity": 2, "s2": 0.756, "charge": 2, "lumo_ev": [-9.61, -10.90], "e_homo_ev": [-15.3, -15.3], "total_energy_ev": -40472.988}

---

Taking the records one at a time from the top gives max |F| values of 2.2; 9.4 eV/Å.